[1]
The following is a DFT calculation (the ωB97M-V functional and the def2-TZVPD basis) of a structure of composition C18H21AlBBeBrF20MgN3O13S4 in a non-equilibrium geometry.

Geometry (Å):
O  -4.5607  6.0508  6.6362
B  1.4741  -3.9570  0.1669
S  0.5007  4.4730  5.2423
F  1.1057  -2.1792  -4.5235
H  -1.1791  -2.2222  -6.6647
C  -6.3249  5.5371  3.6931
H  -2.5848  -1.1444  -6.3546
C  -0.2482  -2.8109  -1.3867
F  0.2509  1.7400  -2.4305
F  4.6207  3.2394  1.7764
Al  2.1738  -1.3453  -3.4966
F  -1.5021  -3.8258  1.0717
F  2.4295  -1.4516  0.6435
H  -3.2274  6.4228  8.1355
H  3.7673  2.7916  -5.7015
H  -2.7813  -2.5765  -7.4565
C  -3.2308  6.3971  7.0485
O  -3.8874  6.1848  4.4797
C  -0.7290  -1.6005  -1.9593
H  0.3717  -5.1793  1.1415
F  3.9503  3.4817  -0.2623
C  1.3428  -1.4700  -0.2623
H  4.9341  -4.3796  -0.3978
H  4.2694  -4.7714  1.1679
F  -3.6722  -2.1713  0.5942
O  2.3665  1.3593  1.1527
C  2.7838  -4.5928  -0.4883
H  4.1327  -3.1008  0.4793
H  -2.1295  -2.5728  -4.6318
C  -2.5653  -4.2877  0.3824
S  -1.8396  0.1441  -3.1448
F  5.8249  2.4858  0.1381
F  -4.9376  -3.9692  0.4017
F  -3.2756  -3.5059  -1.7426
H  2.7423  -5.6846  -0.5139
F  1.2738  -0.4114  -2.3845
N  0.0359  3.7328  3.9140
O  -0.5332  4.8725  6.1387
C  4.8387  2.5808  -5.6630
F  -2.7946  -5.5403  0.8235
O  1.7255  4.0242  5.8160
F  -2.7467  -5.5552  -1.5747
H  -7.3757  5.2644  3.6289
S  3.6768  1.0561  0.6452
O  -1.4328  2.0199  5.1095
H  5.3898  3.4689  -5.9701
F  -3.8444  -3.5796  2.1986
O  -0.4977  1.5058  2.9317
H  -6.1756  6.4893  3.1856
N  -1.7019  -1.3994  -2.8116
F  0.8727  1.5807  4.8366
Mg  3.9474  -1.6350  1.8732
H  1.4565  0.6138  -0.4564
C  -2.3920  -4.3182  -1.1702
O  -2.5976  -2.9619  -5.3753
S  -0.4032  2.2561  4.1592
H  2.8867  -4.2052  -1.5042
O  -6.0049  5.6473  5.0777
H  -5.7285  4.7579  3.2207
F  0.9363  5.8546  4.5975
H  5.0727  1.7591  -6.3458
C  -3.8065  -3.4653  0.8557
H  -2.5134  5.6506  6.7151
N  -0.6313  0.7224  -2.2225
C  0.7929  -2.6950  -0.5471
C  -4.7274  5.9820  5.3172
C  -0.9434  -4.0950  -1.7345
Br  -4.5409  -3.5587  -7.4712
F  -1.1386  -4.0594  -3.0739
O  4.4460  0.2005  1.6183
O  1.0513  -4.5190  1.3628
O  5.2292  2.2512  -4.3393
H  4.7296  1.4642  -4.0876
C  4.0837  -4.1900  0.2588
Be  -0.2169  1.2637  0.3387
F  3.2239  -0.3621  -4.4141
F  -0.2302  -5.2299  -1.5138
F  3.1001  -2.4780  -2.5862
C  -0.1392  -0.3241  -1.6499
C  0.9417  -0.3106  -0.7414
O  3.6938  0.5036  -0.6607
C  -2.2636  -2.1814  -6.5018
H  -2.9580  7.3832  6.6750
C  4.5672  2.6604  0.5676

The total charge is -1. The value obtained for the total energy is -8487.01062 hartree. The frontier orbital gap comes out at 1.1162 eV. The calculation puts the maximum force at 10.85 eV Å⁻¹. As for the HOMO energy: -3.88 eV.

[2]
The following is a DFT calculation (the ωB97M-V functional and the def2-TZVPD basis) of a structure of composition C18H21Cl2F3N6O2PbS in a non-equilibrium geometry.

Geometry (Å):
C  -3.5703  2.6807  -1.5250
H  -1.3621  2.4847  1.6213
O  0.7321  1.0969  1.3575
H  -2.4421  -3.9291  -2.0709
H  -3.4912  3.7906  1.6999
H  2.1580  -1.3029  -3.9174
N  -2.5767  -2.9628  -1.8288
C  3.1906  0.3025  1.0889
H  -1.7341  -0.7635  3.5452
N  0.1316  -0.0736  -3.0858
H  1.7176  -2.3028  -0.5406
C  -1.7063  1.2322  -2.5644
C  4.4709  0.0822  1.5781
C  -3.9877  3.3268  -0.3790
H  5.1522  0.9142  1.6917
C  -1.6149  -2.2837  -1.1740
C  -1.9324  -1.0074  2.5058
C  -0.3207  -2.9869  -0.8113
N  2.2622  -0.6527  0.9021
C  -2.1108  1.3564  -3.9961
H  -2.9114  2.0836  -4.1289
H  -4.1640  2.7225  -2.4290
H  2.8730  1.2958  0.8284
H  -0.1765  -3.9280  -1.3613
H  -1.2560  1.6761  -4.5965
H  -4.9176  3.8864  -0.3794
N  -1.5829  1.8634  -0.3473
H  -2.8335  -1.6081  2.4070
C  -2.0192  2.5459  0.7685
O  -1.7837  -1.0896  -0.9003
C  1.3912  0.1710  -2.8156
F  6.1713  -2.0702  3.6793
C  0.8174  -1.9681  -0.9877
C  3.9262  -2.2162  1.7481
Pb  -0.0773  -0.0332  -0.0126
H  -0.3830  -3.2346  0.2323
C  4.8473  -1.2043  1.9132
H  4.1673  -3.2420  2.0014
H  3.2522  -0.3638  -3.0334
C  6.2095  -1.5115  2.4457
H  -3.4394  -2.5089  -2.0800
H  1.9427  -2.6806  1.1269
C  -2.3574  1.9687  -1.4807
C  -3.1928  3.2741  0.7965
Cl  -2.0527  0.4845  1.5252
N  -0.6997  0.5163  -2.1232
Cl  -0.5372  -1.8723  1.8055
H  -2.4537  0.3852  -4.3692
C  2.6706  -1.8993  1.2488
S  1.9030  1.1239  -1.4358
N  2.4141  -0.3755  -3.5974
F  7.0003  -0.4236  2.5540
F  6.8858  -2.3893  1.6644
H  1.0205  -1.7542  -2.0203

The total charge is -2. The value obtained for the total energy is -2988.15776 hartree. The value obtained for the relative energy (zero: lowest compared OMol25 entry of this formula, charge and spin) is 9.829 eV. The frontier orbital gap (alpha / beta) comes out at 2.0569 / 2.0295 eV. The calculation puts the maximum force at 6.09 eV Å⁻¹. As for the HOMO energy (alpha / beta): 2.33 / 2.37 eV.

[3]
The following is a DFT calculation (the ωB97M-V functional and the def2-TZVPD basis) of a structure of composition C18H21ClN8O6S3Sn in a non-equilibrium geometry.

Geometry (Å):
C  3.3412  -2.3937  -1.1422
N  2.8747  1.0638  -3.6999
N  -3.8319  -1.7420  0.3934
S  -0.1249  2.2931  2.0058
C  -4.1537  0.1937  -0.9070
H  -5.2213  1.7787  -2.7909
Sn  -1.2552  0.0777  0.1359
H  2.3512  0.8314  -0.4841
H  5.0591  -2.3260  -2.4399
C  -1.6826  2.8034  -1.6702
S  0.1900  -1.4403  2.0783
C  -2.3414  3.5434  -2.6231
O  -6.9344  -1.4063  2.4586
C  0.7566  1.1426  3.2499
H  3.1646  -3.5841  -3.5733
H  4.9845  -0.1851  -1.6004
C  2.1008  -0.0515  5.3506
H  3.7417  -2.3448  -4.6576
C  1.2265  1.9221  4.3390
C  3.9995  -1.9035  -2.4316
H  5.0705  -0.2232  -3.3475
H  3.4050  -1.7300  -0.2895
O  -1.2559  -1.1139  2.0666
H  -1.7219  4.3146  -3.1244
N  1.5776  1.9380  -2.1460
O  0.6235  -1.2238  0.6783
O  0.7055  3.5038  1.9434
C  -3.7034  3.3729  -2.8691
H  3.7775  -3.3457  -0.7282
O  0.5001  -2.7206  2.5995
N  -2.3342  1.7499  -1.0831
C  1.6813  -0.8414  4.2955
C  2.4258  1.0712  -1.5336
H  2.1941  -2.0388  -3.7264
H  -5.6600  -3.0884  2.6007
O  0.1000  1.5188  0.6190
C  1.8447  1.3379  5.4382
H  2.3025  1.8455  6.3111
N  -4.7319  -2.7566  2.2614
S  -5.9652  -0.6579  1.5898
H  1.8599  -1.9495  4.3325
C  -4.3306  2.2110  -2.3839
H  -5.1444  -0.1336  -1.1002
H  -4.0069  -3.4271  2.1787
H  -4.2463  3.9765  -3.5948
C  -4.6727  -1.7681  1.3710
C  4.3962  -0.4080  -2.4854
H  -0.6365  2.9126  -1.3846
Cl  -0.5950  -1.0094  -1.8284
N  -3.4245  -0.4615  0.0226
C  1.0209  -0.2467  3.1964
N  1.9217  1.9301  -3.4793
H  1.0396  2.9593  4.3753
H  2.2618  -2.6379  -1.2568
H  2.6672  -0.5660  6.1580
N  3.2001  0.5253  -2.4893
C  -3.5902  1.4032  -1.4850
C  3.1989  -2.4951  -3.6937

The total charge is -2. The value obtained for the total energy is -3456.97017 hartree. The value obtained for the relative energy (zero: lowest compared OMol25 entry of this formula, charge and spin) is 0.225 eV. The frontier orbital gap (alpha / beta) comes out at 4.0503 / 3.9105 eV. The calculation puts the maximum force at 3.21 eV Å⁻¹. As for the HOMO energy (alpha / beta): 0.04 / 0.19 eV.

[4]
The following is a DFT calculation (the ωB97M-V functional and the def2-TZVPD basis) of a structure of composition C18H21CuN4O3S3 in a non-equilibrium geometry.

Geometry (Å):
H  2.2918  6.7781  1.7236
C  0.7936  -0.6211  3.9554
C  0.0167  1.6437  3.9708
O  -1.6428  1.6683  -0.2852
C  -1.2554  -5.6673  -3.2075
H  1.3115  -1.4511  4.4082
C  -1.1253  -2.4703  -1.2156
C  -1.4137  -3.4536  -2.2419
C  -1.2385  3.7185  -1.8911
H  -0.8641  -6.6712  -3.1540
C  0.2769  -1.9770  1.9052
N  -0.2518  -1.9009  0.7354
S  -2.3188  2.2967  -1.4806
H  -2.3610  1.6581  -3.7865
H  -0.7551  1.3408  -3.0680
C  0.2301  -0.7656  2.6877
H  -1.0441  2.1977  2.1628
N  -0.4218  0.2599  2.1028
H  -2.6162  -2.0723  -3.3403
H  2.0622  7.3164  0.0391
N  2.0205  5.2497  0.3220
C  1.2023  4.2649  0.7157
N  -0.3926  -2.8465  -0.1511
C  -0.9168  -4.7751  -2.1832
C  -2.5689  -3.9750  -4.3036
H  -1.4983  4.0734  -2.8822
Cu  -1.0486  -0.1212  0.2110
O  -1.5971  -1.2937  -1.3079
H  2.9311  5.0107  -0.0419
H  1.1084  0.7234  5.5832
C  -2.2368  -3.0813  -3.3174
H  -2.1132  0.2594  -2.7070
C  -2.0619  -5.2722  -4.2502
C  0.2428  6.6555  1.0179
C  0.6791  0.5983  4.6010
H  -3.2202  -3.6811  -5.1107
H  -0.0824  2.6106  4.4350
H  -0.2040  3.3950  -1.8480
H  -0.2915  6.9466  0.1140
H  -0.0394  7.3125  1.8357
H  -0.0002  -4.5075  -0.5379
C  -1.8283  1.2861  -2.9176
C  -0.5197  1.4270  2.7100
H  0.7204  -2.8869  2.2973
S  1.4873  2.6658  0.5047
H  -2.3109  -5.9731  -5.0311
H  -1.4133  4.5042  -1.1645
O  -0.1439  -5.2228  -1.1968
S  -0.2560  4.9391  1.4378
C  1.7462  6.5906  0.7902

As for the multiplicity: 2. The total charge is +1. Its expectation value of S² is 0.7535. The value obtained for the total energy is -3978.10096 hartree. The value obtained for the relative energy (zero: lowest compared OMol25 entry of this formula, charge and spin) is 0.251 eV. The frontier orbital gap (alpha / beta) comes out at 6.8628 / 6.6075 eV. The calculation puts the maximum force at 1.92 eV Å⁻¹. As for the HOMO energy (alpha / beta): -10.50 / -10.50 eV.

[5]
The following is a DFT calculation (the ωB97M-V functional and the def2-TZVPD basis) of a cluster of 7 separate species, C18H21F4N3O12 in total in a non-equilibrium geometry.

Geometry (Å):
H  0.2974  -33.4538  -5.9353
H  6.4848  -28.5998  -6.7791
N  1.9308  -30.0307  -2.9898
C  3.0685  -30.5258  -7.2591
H  3.0419  -29.2753  -4.7669
C  1.4818  -31.3548  -12.1517
H  1.0375  -30.2149  -9.6837
H  4.4787  -27.1565  -2.1927
F  5.8220  -35.4507  -4.6288
H  5.0755  -26.4778  -3.7735
O  1.8780  -35.6046  -5.4533
O  4.1723  -35.6676  -5.9760
H  2.8678  -31.6443  -4.3007
C  5.4789  -27.7726  -5.0764
H  3.8431  -25.6042  -2.8299
N  2.1705  -27.6502  -4.3462
H  6.0429  -34.9445  -6.4213
H  6.0756  -26.9607  -4.6607
C  4.5619  -33.5128  -5.3861
H  2.9944  -32.4223  -1.1467
H  -0.6567  -33.7338  -4.4327
O  2.1900  -29.6647  -6.6309
C  1.3295  -33.5740  -4.1056
C  5.2594  -34.8782  -5.6665
C  2.4038  -31.3198  -5.2321
H  3.6162  -32.7047  -2.7385
C  3.0388  -35.1366  -5.4877
C  2.6078  -30.8621  -2.5765
C  4.9279  -29.7188  -4.2238
C  1.4064  -31.2072  -9.9432
F  1.2296  -31.8298  -5.4892
C  2.8187  -31.1569  -10.3402
H  0.4167  -35.0227  -5.2390
H  1.1682  -31.8845  -9.1230
O  0.7697  -31.7310  -11.0888
O  3.3885  -31.4626  -6.3518
H  4.4499  -31.5545  -1.6392
O  4.5455  -30.5029  -3.4653
H  5.1090  -32.8490  -4.7166
H  4.7723  -27.3030  -5.7608
O  3.4284  -34.0024  -4.7510
H  3.3392  -30.3445  -9.8331
O  3.3739  -30.6428  -8.4164
O  5.6037  -29.9353  -5.4046
O  4.8223  -28.3771  -4.0275
C  6.3321  -28.8097  -5.7205
O  1.1132  -31.3762  -13.2986
F  3.3256  -32.4075  -10.0819
C  3.4861  -31.9283  -1.9847
H  1.3278  -29.4640  -4.7229
N  2.1638  -33.2726  -3.3598
C  4.2337  -26.5881  -3.0898
O  2.7017  -30.9129  -11.7053
F  7.5943  -28.8595  -5.1322
C  2.2251  -29.8436  -5.2117
C  0.2543  -33.9765  -4.9798
C  3.0932  -27.2321  -3.8007
H  4.3842  -32.9978  -6.3301

The total charge is 0. The value obtained for the total energy is -2164.70963 hartree. The value obtained for the relative energy (zero: lowest compared OMol25 entry of this formula, charge and spin) is 11.067 eV. The frontier orbital gap comes out at 9.9371 eV. The calculation puts the maximum force at 7.44 eV Å⁻¹. As for the HOMO energy: -9.98 eV.

[6]
The following is a DFT calculation (the ωB97M-V functional and the def2-TZVPD basis) of a structure of composition C18H21FMnNO5Si.

Geometry (Å):
H  4.1840  -3.2590  -0.5103
H  2.8134  0.7782  -0.4712
H  2.4427  -1.1659  -3.2828
H  2.9878  -1.9129  1.9247
C  3.2436  -3.1274  -1.0539
C  -0.6742  3.4582  1.9306
O  -1.2760  -3.2152  0.5941
O  -0.8894  0.0032  0.8289
C  0.9822  -0.8161  -4.8088
C  -2.3637  1.7585  2.3531
H  3.6394  0.0147  -1.8396
H  -2.6351  -4.6949  0.1494
C  -2.6026  3.9048  3.2957
O  -3.1358  4.9368  4.0074
C  -1.6668  -4.5584  0.6323
H  -2.3732  -0.7660  -4.3223
C  -2.2279  6.0371  3.8616
H  -1.8401  6.3124  4.8412
C  -0.8711  -1.1087  -2.8632
O  0.6255  1.5708  0.3292
F  -1.8091  -1.2698  -1.8607
C  -0.3609  -0.6965  -5.1353
H  1.7355  -0.7005  -5.5772
H  -2.7147  0.7487  2.2000
C  2.0540  -1.7727  1.3748
H  -1.7351  -4.8966  1.6669
C  1.3863  -1.0806  -3.5058
C  -0.3734  1.2238  0.9124
Si  2.3726  -1.6069  -0.4542
C  0.4549  -1.2367  -2.4745
C  -1.1743  2.1557  1.7600
H  4.3095  -0.1475  -0.2124
Mn  -0.6333  -1.6460  0.1048
C  -1.3114  -0.8477  -4.1321
H  1.4228  -2.6392  1.6027
C  -3.1102  2.6413  3.1427
H  3.4780  -3.0855  -2.1198
H  -0.6707  -0.4894  -6.1501
H  -0.9325  -5.1816  0.1175
H  1.5846  -0.8688  1.7733
C  -1.4170  4.3001  2.7057
H  -4.0395  2.3459  3.6095
H  0.2521  3.7552  1.4592
C  3.3775  -0.0999  -0.7851
H  -2.7463  6.8691  3.3879
N  0.7700  -1.5204  -1.1512
H  2.6212  -4.0091  -0.8800
O  -1.1534  5.6052  3.0247

As for the multiplicity: 5. The total charge is 0. Its expectation value of S² is 6.0686. The value obtained for the total energy is -2669.88526 hartree. The frontier orbital gap (alpha / beta) comes out at 6.6952 / 8.3905 eV. The calculation puts the maximum force at 0.54 eV Å⁻¹. As for the HOMO energy (alpha / beta): -7.84 / -8.13 eV.